{"formula": "C7H8S", "method": "wB97M-V/def2-TZVPD", "symbols": ["C", "C", "C", "C", "C", "C", "C", "H", "H", "H", "H", "H", "H", "H", "H", "S"], "xyz": [[2.17, -1.53, 0.00], [0.97, -0.64, 0.02], [-0.27, -1.14, 0.05], [-1.52, -0.41, 0.02], [-2.74, -1.00, -0.05], [-1.44, 1.04, 0.02], [-0.30, 1.76, -0.02], [2.81, -1.32, 0.87], [1.82, -2.57, -0.03], [2.77, -1.32, -0.87], [-0.38, -2.24, 0.02], [-2.78, -2.09, -0.10], [-3.64, -0.44, -0.05], [-2.37, 1.58, 0.17], [-0.28, 2.87, 0.06], [1.30, 1.06, -0.02]], "homo_energy_ha": -0.2713, "homo_lumo_gap_ha": 0.303, "energy_ha": -669.6764, "de_lowest_ev": 0.489}

***

{"formula": "C7H8S", "method": "wB97M-V/def2-TZVPD", "symbols": ["C", "C", "C", "C", "C", "C", "C", "H", "H", "H", "H", "H", "H", "H", "H", "S"], "xyz": [[2.57, -0.13, -0.20], [1.52, -0.97, 0.14], [0.13, -0.65, -0.19], [-0.80, -1.53, 0.07], [-1.81, 0.66, -0.32], [-1.04, 1.24, 0.73], [-0.38, 0.70, -0.49], [2.40, 0.91, -0.83], [3.53, -0.51, -0.02], [1.63, -2.00, 0.53], [-0.70, -2.58, 0.57], [-2.37, 1.46, -0.91], [-1.14, 0.77, 1.69], [-1.19, 2.34, 0.76], [0.06, 1.28, -1.33], [-2.42, -0.99, -0.17]], "homo_energy_ha": -0.2824, "homo_lumo_gap_ha": 0.316, "energy_ha": -669.6069, "de_lowest_ev": 2.380}

***

| no. | maximum force (eV/A) |
| --- | --- |
| 1 | 2.0 |
| 2 | 5.2 |